The molecule CH2BrP in a non-equilibrium geometry, computed with wB97M-V/def2-TZVPD.

Atoms and positions in Å:
1 C -0.36 0.30 0.08
2 P -2.09 1.29 -0.02
3 Br -3.62 -0.25 -0.10
4 H 0.58 0.79 0.17
5 H -0.45 -0.70 -0.30

net charge: 0
SMILES string: C=PBr
HOMO energy (alpha / beta): -0.3358 / -0.3186 Ha


A structure of composition CH2CaO4 in a non-equilibrium geometry, computed with wB97M-V/def2-TZVPD.

Atoms and positions in Å:
1 O -0.37 1.16 -0.40
2 C -1.24 0.19 -0.26
3 O -1.98 0.32 0.75
4 O -0.82 -1.02 -0.56
5 Ca 1.08 1.18 1.03
6 H 0.14 -1.39 0.22
7 O 1.37 -0.81 1.21
8 H 2.15 -1.32 1.45

net charge: 0
HOMO energy: -0.3012 Ha


Relative energy (zero: lowest compared OMol25 entry of this formula, charge and spin) readings, ordered: 26.0, 26.0 kcal/mol